a.
Computed, not measured: one molecule with the formula C5H8O, with ωB97M-V/def2-TZVPD.

Positions of all 14 atoms, in Å:
O (-1.04615, 1.46549, 1.14435)
C (-0.38541, 0.58212, 0.30689)
C (1.10353, 0.61157, -0.04279)
C (1.10270, -0.95985, -0.00145)
C (-0.37556, -0.91371, 0.36589)
C (-1.11819, -0.21606, -0.74094)
H (-1.45722, 2.15410, 0.60420)
H (1.79371, 1.00837, 0.71098)
H (1.15817, 1.17865, -0.96582)
H (1.71502, -1.35044, 0.81782)
H (1.34785, -1.53263, -0.90520)
H (-0.87410, -1.50333, 1.11953)
H (-2.19857, -0.24146, -0.63915)
H (-0.76580, -0.28281, -1.77432)

## Properties
* SMILES: O[C@@]12CC[C@@H]1C2
* total charge: 0
* HOMO-LUMO gap: 10.46 eV
* LUMO energy: 0.97 eV
* HOMO level: -9.5 eV

These are the Mulliken partial charges, in e, on atoms 1 to 8:
1. O -0.542
2. C 0.461
3. C -0.608
4. C -0.634
5. C -0.202
6. C -0.784
7. H 0.345
8. H 0.279

***

b.
Computed, not measured: one molecule with the formula C5H8O, with ωB97M-V/def2-TZVPD.

Positions of all 14 atoms, in Å:
C (-0.39963, 1.26828, 1.14651)
C (-1.15945, 0.91221, 0.11325)
C (-0.48259, 0.54788, -1.17352)
C (0.21481, -0.75278, -0.83502)
C (0.50851, -1.16502, 0.41382)
O (1.62125, -1.89578, 0.69674)
H (0.64776, 1.53124, 0.98911)
H (-0.72475, 1.20032, 2.17959)
H (-2.18288, 0.56934, 0.24501)
H (0.28579, 1.29399, -1.44433)
H (-1.15198, 0.47425, -2.03823)
H (0.63483, -1.34239, -1.64442)
H (-0.08611, -1.02530, 1.30872)
H (2.27444, -1.61625, 0.04277)

## Properties
* SMILES: C=CC/C=C/O
* total charge: 0
* HOMO-LUMO gap: 9.42 eV
* LUMO energy: 0.94 eV
* HOMO level: -8.5 eV

These are the Mulliken partial charges, in e, on atoms 1 to 8:
1. C -0.838
2. C -0.170
3. C -0.480
4. C -0.633
5. C 0.028
6. O -0.524
7. H 0.288
8. H 0.360

***

Which is the most stable structure? a is the most stable.

***

a.
Computed, not measured: an isolated ion of composition C5H13N2O and charge +1, with ωB97M-V/def2-TZVPD.

Positions of all 21 atoms, in Å:
C (-2.00229, 0.79840, -1.92398)
C (-1.07385, 0.04680, -1.35541)
N (0.08063, -0.47824, -2.03770)
C (-0.94218, -0.06334, 0.20157)
C (0.66710, 0.26884, 0.46292)
N (1.40733, -1.08246, 0.44923)
C (0.80860, 0.81789, 1.90049)
O (1.00954, -0.25330, 2.86703)
H (-2.19785, 1.00838, -2.94649)
H (-2.79434, 1.17102, -1.25762)
H (0.53699, 0.27240, -2.68838)
H (-0.21300, -1.22108, -2.69232)
H (-1.66578, 0.55704, 0.71473)
H (-0.90048, -1.13731, 0.55456)
H (0.99306, 0.87540, -0.44023)
H (1.43801, -1.42328, 1.46829)
H (2.37693, -0.92096, -0.00439)
H (0.84336, -1.78767, -0.07566)
H (-0.02895, 1.54687, 2.00742)
H (1.67383, 1.53132, 1.90064)
H (-0.01667, -0.52674, 2.89531)

## Properties
* SMILES: C=C(N)C[C@H]([NH3+])CO
* total charge: +1
* HOMO-LUMO gap: 10.24 eV
* LUMO energy: -3.21 eV
* HOMO level: -13.5 eV

These are the Mulliken partial charges, in e, on atoms 1 to 8:
1. C -1.065
2. C 0.515
3. N -0.520
4. C -0.879
5. C -0.131
6. N -0.306
7. C -0.654
8. O -0.595

***

b.
Computed, not measured: a 2-piece molecular cluster, C5H13N2O overall, with ωB97M-V/def2-TZVPD.

Positions of all 21 atoms, in Å:
N (-0.78343, -0.31713, -1.95023)
C (-1.97062, -0.09120, -1.20286)
C (2.37320, -0.88911, 0.51246)
C (2.18873, 0.46060, 0.19894)
O (1.34625, 0.90757, -0.60721)
C (-1.76861, -0.59722, 0.21490)
N (-1.00368, 0.44671, 0.84448)
C (-0.35822, 0.23657, 2.14139)
H (-2.36039, 0.94536, -1.13623)
H (-0.82824, -0.32861, -2.96391)
H (-0.04536, 0.36483, -1.81119)
H (-2.75388, -0.66655, -1.69086)
H (3.24112, -1.06936, 1.15390)
H (2.01515, -1.73217, -0.07314)
H (2.72160, 1.22810, 0.76223)
H (-1.26627, -1.57321, 0.27535)
H (-2.70705, -0.73084, 0.77944)
H (-0.22489, 0.83238, 0.30293)
H (-0.92860, -0.45059, 2.76053)
H (-0.24999, 1.18890, 2.65561)
H (0.64606, -0.20003, 1.97372)

## Properties
* total charge: +1
* HOMO-LUMO gap: 4.41 eV
* LUMO energy: -8.62 eV
* HOMO level: -13.0 eV

These are the Mulliken partial charges, in e, on atoms 1 to 8:
1. N -0.490
2. C -0.591
3. C -0.361
4. C 0.075
5. O -0.544
6. C -0.446
7. N -0.097
8. C -0.698

***

Which is the most stable structure? a is the most stable.